82
Properties=species:S:1:pos:R:3:forces:R:3:lowdin_charge:R:1 method="wB97M-V/def2-TZVPD" multiplicity=1 lumo_ev=0.385 homo_lumo_gap_ha=0.340 max_force_ha_per_bohr=0.0932 energy_ev=-76710.014 homo_energy_ev=-8.9 smiles="CCOCCO[PH2](C)CCC(F)(F)F.O=C1OCCO1.O=C1OCCO1.O=C1OCCO1.O=C1OCCO1.O=C1OCCO1"
C -3.958489 -0.809867 -2.603642 0.50 -1.23 -0.73 -0.090
C -2.305785 -1.047664 -2.661559 -2.02 -0.32 -0.42 -0.243
O -1.734561 0.227798 -3.134122 2.20 -1.64 1.80 -0.224
C -0.292478 0.230086 -2.783686 1.44 0.88 -0.06 -0.182
C 0.651309 -0.410493 -4.005889 -1.80 -1.10 -0.27 -0.254
O 1.562152 -1.472560 -3.526106 -0.65 2.65 -0.50 -0.478
P 3.142971 -0.781376 -3.123560 0.18 -1.43 -0.16 0.769
C 3.400692 -2.260215 -1.944684 -0.83 -1.08 1.01 -0.204
C 4.829309 0.016880 -2.723469 1.54 1.34 -0.07 -0.372
C 5.152512 0.215057 -1.129584 1.08 0.56 -0.17 -0.136
C 4.102147 1.176365 -0.317078 0.55 0.13 1.71 -0.228
F 2.718269 0.658297 -0.220757 4.21 2.08 -0.37 -0.005
F 4.615229 1.238785 1.102700 -1.89 0.09 -4.02 -0.032
F 4.104142 2.608027 -0.783942 -0.49 -4.58 1.31 -0.021
H -4.363812 -1.286211 -3.615304 0.55 1.39 2.11 0.077
H -4.436409 -1.447995 -1.737345 1.06 1.46 -1.63 0.067
H -4.232894 0.323771 -2.509030 0.60 -2.27 -0.18 0.087
H -1.959681 -1.376007 -1.592493 -0.32 0.84 -2.26 0.097
H -2.107762 -1.885791 -3.486781 -0.19 1.63 1.94 0.129
H 0.096569 1.347559 -2.630532 -1.30 -2.19 -0.39 0.126
H -0.064404 -0.310016 -1.747950 -0.64 0.85 -2.33 0.135
H 1.189980 0.437213 -4.611607 -0.84 -1.54 1.18 0.105
H -0.119975 -0.944075 -4.744493 1.71 1.23 1.51 0.132
H 3.559098 -0.962146 -4.520707 -0.31 0.28 1.07 0.063
H 2.499915 0.471657 -2.808348 0.22 -0.66 -0.04 0.041
H 2.533603 -3.072840 -2.058079 2.00 1.96 0.01 0.077
H 3.281350 -1.856946 -0.827518 0.54 -0.87 -2.46 0.070
H 4.438560 -2.763706 -2.140935 -1.95 1.23 0.63 0.047
H 5.740148 -0.547419 -3.249532 -2.14 1.27 1.56 0.081
H 4.815425 1.097943 -3.222043 -0.04 -2.06 1.07 0.100
H 6.211512 0.764089 -1.073287 -2.49 -0.93 0.15 0.146
H 5.320175 -0.806898 -0.537571 -0.83 2.39 -1.28 0.139
C -4.842809 -0.003789 2.806511 -0.48 0.88 0.95 -0.136
C -5.677423 -0.929148 1.981815 -1.20 -0.32 0.30 -0.135
O -4.881187 -1.148963 0.832988 1.25 0.16 0.01 0.059
C -3.587371 -0.905821 1.194346 1.52 -0.40 -1.20 -0.497
O -2.618466 -1.160787 0.498718 -1.92 0.48 1.62 0.112
O -3.519453 -0.341392 2.435425 0.47 -0.71 -1.01 0.058
H -4.994094 -0.151044 3.879388 0.22 -0.05 -0.12 0.140
H -5.020529 1.048929 2.563028 0.06 -0.30 0.01 0.119
H -5.853415 -1.888830 2.479143 0.10 0.03 -0.02 0.139
H -6.640173 -0.488853 1.708114 0.35 -0.15 -0.14 0.120
C 3.952605 4.473501 1.817039 -0.02 -1.20 -0.36 -0.146
C 3.177358 5.594304 1.204026 -0.70 -0.10 -0.87 -0.140
O 3.341578 6.649490 2.132319 0.71 0.02 0.66 0.060
C 4.488615 6.392486 2.826517 1.17 1.58 1.60 -0.517
O 5.023452 7.180215 3.588827 -1.21 -1.75 -1.70 0.129
O 4.959182 5.140027 2.555614 -0.12 1.07 0.29 0.065
H 4.395560 3.813838 1.065856 0.02 0.22 0.37 0.104
H 3.347718 3.873871 2.505254 0.03 0.06 -0.05 0.140
H 3.586959 5.906465 0.237548 -0.02 -0.04 0.08 0.137
H 2.119180 5.348778 1.078987 0.15 0.20 0.09 0.138
C -0.881008 -1.225843 5.627655 0.94 0.68 0.10 -0.138
C -1.019018 -2.410906 4.727894 0.78 -0.32 -0.90 -0.137
O -2.142653 -3.090507 5.254868 -0.73 0.49 0.67 0.063
C -2.884222 -2.165722 5.931999 -2.16 -0.43 0.80 -0.520
O -4.005058 -2.367539 6.368667 2.40 0.48 -0.99 0.124
O -2.208509 -0.986064 6.055669 -0.74 -0.74 -0.04 0.058
H -0.477768 -0.352706 5.107399 -0.22 -0.06 0.15 0.139
H -0.259562 -1.436417 6.504324 -0.06 0.00 -0.06 0.135
H -1.231346 -2.126752 3.691810 0.00 0.01 0.10 0.133
H -0.133820 -3.052584 4.746173 -0.27 -0.03 0.03 0.138
C 5.860743 -4.110187 -5.602235 -0.68 -0.36 -0.95 -0.132
C 7.288996 -4.488870 -5.379334 0.60 -0.80 -0.61 -0.137
O 7.743926 -3.515350 -4.458784 -0.74 0.64 0.66 0.073
C 6.643482 -3.046063 -3.801174 0.27 1.11 1.65 -0.505
O 6.683881 -2.319873 -2.822041 0.13 -1.83 -2.01 0.095
O 5.492717 -3.496101 -4.381413 0.77 0.46 0.75 0.045
H 5.226958 -4.977523 -5.806400 -0.01 0.24 0.17 0.141
H 5.742262 -3.383830 -6.413069 0.01 -0.05 0.09 0.139
H 7.392819 -5.480289 -4.925896 -0.02 0.10 -0.02 0.138
H 7.876843 -4.456139 -6.300758 0.02 0.09 0.27 0.139
C -9.064894 2.924649 3.913775 -0.40 0.69 0.90 -0.137
C -9.899508 1.999290 3.089079 -1.13 -0.29 0.21 -0.138
O -9.103272 1.779476 1.940252 1.14 0.16 0.00 0.071
C -7.809456 2.022617 2.301610 1.62 -0.31 -1.30 -0.494
O -6.840551 1.767651 1.605982 -2.29 0.76 1.42 0.118
O -7.741538 2.587047 3.542690 0.26 -0.56 -0.97 0.069
H -9.216179 2.777394 4.986652 0.22 0.03 -0.18 0.140
H -9.242614 3.977368 3.670292 0.03 -0.10 0.00 0.138
H -10.075499 1.039609 3.586408 0.03 0.09 -0.04 0.138
H -10.862257 2.439586 2.815377 0.21 -0.14 -0.13 0.139